2 unconnected molecules or ions with the total composition C5H14BNO, computed with the ωB97M-V functional and the def2-TZVPD basis.

Energy = -9624.369 eV
Frontier orbital gap (alpha / beta) = 7.92 / 9.13 eV
Energy relative to the best compared isomer or geometry (same formula, charge and spin) = 52.5 kcal/mol
Strongest force on any atom = 5.01 eV Å⁻¹
HOMO energy (alpha / beta) = -7.9 / -8.7 eV

Geometry as XYZ:
```
22
Properties=species:S:1:pos:R:3:forces:R:3
B 1.57783 -0.32594 -0.75331 1.5 -0.9 -2.2
C 2.83835 -1.30728 -0.99187 1.5 3.1 2.5
C -1.82194 -0.74777 -0.77652 0.0 -2.0 -2.2
C -0.76914 1.77162 1.95971 1.0 0.6 4.6
C -1.91674 0.02017 0.49155 0.3 1.0 1.8
C -0.94640 1.17636 0.71388 0.5 -4.1 -2.8
N 1.14714 -0.07338 0.52388 -4.1 0.5 2.5
O 1.03525 0.21130 -1.91444 -0.8 0.8 0.8
H 3.34532 -1.49275 -0.01116 -0.1 0.2 -0.9
H 3.57011 -1.08859 -1.76758 0.2 0.8 0.1
H 2.54603 -2.19905 -1.31231 -1.9 -4.2 -1.2
H -1.90426 -0.19201 -1.70472 0.0 0.8 0.1
H -0.81585 -1.23062 -0.90170 -1.0 0.3 0.5
H -2.59885 -1.56094 -0.99658 0.9 1.0 1.1
H 0.28213 1.98825 2.13968 0.4 -0.1 -0.2
H -1.16995 2.75326 2.04096 -0.8 1.0 -0.3
H -1.08351 1.26267 2.93211 0.1 0.0 -1.6
H -2.88081 0.50809 0.73101 -0.2 -0.3 -0.6
H -1.79454 -0.63954 1.34870 0.0 -0.3 0.1
H -0.86552 1.76889 -0.15181 0.6 0.8 -0.9
H 0.57568 -0.80342 1.03452 1.5 1.0 -0.7
H 1.64966 0.20067 -2.63401 0.4 -0.2 -0.6
```
Forces are in eV/Å.

***

A molecular structure, C5H14Cl5HfN3O27, computed with the ωB97M-V functional and the def2-TZVPD basis.

Energy = -129042.271 eV
Frontier orbital gap = 8.21 eV
Total charge = -2
Energy relative to the best compared isomer or geometry (same formula, charge and spin) = 10.2 kcal/mol
Strongest force on any atom = 4.96 eV Å⁻¹
HOMO energy = -4.8 eV

Geometry as XYZ:
```
55
Properties=species:S:1:pos:R:3:forces:R:3
Hf 1.71521 11.53658 16.25691 -4.0 0.7 -0.3
Cl 3.95519 8.48431 18.01563 -1.2 -0.4 2.1
O 2.87824 7.57984 18.33328 0.2 -0.2 -0.6
O 4.42729 9.00247 19.28919 0.5 0.2 -0.6
O 5.00370 7.83854 17.29325 -0.1 0.4 -0.2
O 3.38408 9.60096 17.27101 -0.1 1.1 -1.2
Cl 1.49133 14.39338 13.67177 -1.4 -0.5 0.8
O 2.28864 15.56247 13.84358 0.6 -0.3 0.0
O 1.45117 13.98061 12.30126 -0.6 0.7 0.0
O 2.02884 13.20856 14.36185 1.3 -1.2 1.8
O 0.21355 14.61423 14.31388 -0.2 0.2 -1.1
Cl 2.86845 9.01410 13.61537 1.1 -0.9 1.2
O 4.30896 8.93767 13.50085 -0.7 0.2 -0.9
O 2.44170 7.96462 14.48156 -0.6 0.0 -0.3
O 2.61255 10.31378 14.27377 -1.0 1.9 1.9
O 2.15842 9.04582 12.37855 0.5 -0.2 -0.1
Cl -0.86101 8.56502 16.57481 -0.3 0.7 -0.4
O -1.54230 8.87330 17.80173 0.1 0.0 0.4
O 0.32133 9.43445 16.48356 1.3 0.8 -0.1
O -0.43193 7.21120 16.55691 0.0 0.0 -0.1
O -1.71980 8.88015 15.46527 0.0 -0.2 -0.1
Cl 3.28726 13.77133 18.62684 1.5 1.2 0.7
O 2.27698 13.83084 17.58528 -1.6 -1.1 -1.4
O 4.40476 14.56599 18.13828 -0.2 -0.7 0.4
O 2.80211 14.33923 19.85867 0.0 -0.4 -0.7
O 3.64349 12.38814 18.78850 0.2 -0.2 0.0
C -1.75068 14.29468 17.51541 1.4 0.6 -0.4
C -1.51787 12.84216 17.15375 -1.3 -1.2 0.2
O -0.27146 12.45866 16.72868 4.8 -1.2 -0.8
H -2.80042 14.46676 17.74900 0.0 0.1 -0.2
H -1.37559 14.90383 16.68584 -0.6 0.0 -0.3
H -1.12071 14.69725 18.31407 -0.1 -0.6 0.4
H -2.26110 12.56723 16.38545 0.1 0.3 -0.4
H -1.89741 12.17921 17.94887 0.5 0.1 0.5
C 6.30597 12.79810 16.04738 -0.6 -0.9 0.6
N 5.12111 12.39646 15.24273 -0.3 0.1 -1.6
O 5.23944 12.41791 14.04803 0.2 0.1 0.0
O 4.09179 12.04184 15.79244 -0.8 -0.1 1.5
H 6.71166 13.70006 15.60804 -0.1 0.1 0.1
H 6.98192 11.95035 15.94769 0.1 0.1 0.0
H 5.94814 12.85693 17.07205 0.2 0.4 0.0
C -2.05060 12.02772 13.60310 -0.5 1.5 0.1
N -0.84560 11.19587 13.48244 0.0 -0.8 -0.9
O -0.02305 11.21277 14.36999 0.2 0.2 0.3
O -0.75510 10.51781 12.48766 0.0 0.0 0.0
H -2.50436 12.24403 12.64003 0.4 -0.5 -0.3
H -1.71918 12.99130 13.99142 0.0 -0.2 0.4
H -2.80931 11.55471 14.22044 0.4 -0.2 0.3
C 0.96526 9.45162 20.30516 -1.0 -0.5 -0.4
N 1.12931 10.81839 19.76022 0.1 0.2 0.9
O 1.12619 11.73192 20.54087 0.1 0.2 -0.3
O 1.19111 10.93760 18.55044 0.5 0.2 -1.1
H 1.91657 8.97314 20.51997 0.2 0.2 -0.3
H 0.38151 8.93270 19.54549 0.4 -0.3 0.0
H 0.34248 9.53908 21.19058 0.2 0.2 0.1
```
Forces are in eV/Å.

***

A molecular structure, C5H14ClIO2PRe, computed with the ωB97M-V functional and the def2-TZVPD basis.

Energy = -41506.263 eV
<S²> = 3.800
Frontier orbital gap (alpha / beta) = 7.29 / 5.73 eV
Total charge = +3
2S+1 = 4
Strongest force on any atom = 12.95 eV Å⁻¹
HOMO energy (alpha / beta) = -21.1 / -20.7 eV

Geometry as XYZ:
```
25
Properties=species:S:1:pos:R:3:forces:R:3
C -0.98085 1.89980 2.08772 -1.1 1.8 -0.8
I -0.31919 1.28015 4.32256 0.4 -0.1 -1.3
H -0.97152 1.84999 0.88578 1.5 -0.6 2.9
H -0.77007 2.95650 2.36760 -0.8 -0.7 -0.2
H -1.90540 1.37559 2.35081 -0.1 1.1 0.1
Re 0.50345 -1.17255 -1.19834 0.7 2.1 -1.6
P -1.89969 -1.04507 -1.46228 -1.0 0.3 2.9
C -2.81983 -1.31274 0.13431 -0.5 -3.1 -2.6
C -3.14760 0.01529 -2.11756 3.9 4.1 -1.5
H -1.11382 -2.94890 -2.82277 -1.5 -0.2 -0.5
H -2.77736 -3.01234 -1.88361 -3.7 -2.1 -0.4
H -1.25589 -3.31580 -1.01714 -1.5 1.4 -2.4
C -1.83035 -2.71849 -2.01196 7.2 -0.6 2.1
H -2.66108 0.45751 -3.05810 -1.8 -0.5 0.8
H -3.94546 -0.62915 -2.16571 -2.2 -1.3 -0.8
H -3.78007 -1.71221 -0.30271 0.7 0.2 0.8
H -2.98472 -0.43854 0.65515 -0.5 1.7 0.9
H -3.34027 0.85301 -1.37699 0.2 -1.0 -0.9
H -2.30566 -2.06526 0.73592 -0.9 -0.1 0.0
C -0.37432 -1.05115 0.45816 -4.8 6.1 9.5
O -1.06525 -0.42919 1.54033 7.4 -6.2 -8.6
Cl 1.31011 -0.23920 -3.61214 -0.9 -1.4 2.9
O 1.79612 0.48440 -0.82847 2.8 -1.0 -1.9
H 2.31340 0.19275 -1.81321 -1.3 1.9 2.4
H 2.48795 0.98531 -0.18017 -2.2 -1.9 -1.7
```
Forces are in eV/Å.

***

2 unconnected molecules or ions with the total composition C5H14FN5, computed with the ωB97M-V functional and the def2-TZVPD basis.

Energy = -15557.658 eV
Frontier orbital gap = 8.85 eV
Total charge = +2
Energy relative to the best compared isomer or geometry (same formula, charge and spin) = 45.1 kcal/mol
Strongest force on any atom = 5.96 eV Å⁻¹
HOMO energy = -17.0 eV

Geometry as XYZ:
```
25
Properties=species:S:1:pos:R:3:forces:R:3
C 0.91579 0.23394 0.36293 1.5 -5.7 -0.3
C -1.18822 -1.24630 -0.14815 2.8 0.3 0.6
C 2.72395 1.53669 -0.35877 3.5 -3.0 2.2
C -2.05724 1.39796 -0.42741 5.4 2.4 -0.6
C -0.50490 -0.17554 0.75570 0.2 -0.2 1.1
N 1.40923 1.31901 0.04389 -1.9 1.9 -1.2
N -2.15085 -1.87500 0.47587 -0.8 -2.9 -0.2
N 2.22014 -1.26648 0.21079 -2.7 2.4 0.9
N -0.64350 -1.49620 -1.32181 -1.9 -0.4 0.7
N -1.33993 0.96702 0.80529 -0.2 1.2 2.3
F 1.38116 -2.38366 0.37045 0.6 0.8 0.2
H 3.18995 0.55370 -0.59797 -0.3 0.8 0.1
H 3.13522 1.84860 0.59062 1.1 0.4 0.1
H 3.01353 2.20775 -1.08588 -0.6 1.8 -1.7
H -2.84695 0.82827 -0.66383 -3.4 -1.8 -0.3
H -2.24151 2.50215 -0.33561 -0.1 -1.3 -0.4
H -1.33337 1.19721 -1.40042 -1.4 0.9 2.3
H -0.32563 -0.74977 1.76413 -0.5 1.3 -1.5
H -2.11916 -1.94408 1.49572 -0.1 0.9 -0.3
H -2.55238 -2.80433 0.15843 0.5 1.7 -0.3
H 2.66439 -1.16103 1.16399 -0.5 -0.3 -0.7
H 0.08076 -0.98240 -1.76179 0.6 0.8 0.1
H -0.99248 -2.22331 -1.90491 -0.4 -0.7 -0.4
H 0.88743 2.19304 0.06633 -1.0 -0.1 0.2
H -1.32544 1.52277 1.74241 -0.5 -1.3 -2.7
```
Forces are in eV/Å.

***

2 unconnected molecules or ions with the total composition C5H14N, computed with the ωB97M-V functional and the def2-TZVPD basis.

Energy = -6872.229 eV
<S²> = 0.756
Frontier orbital gap (alpha / beta) = 5.51 / 3.87 eV
Total charge = +2
Energy relative to the best compared isomer or geometry (same formula, charge and spin) = 226.4 kcal/mol
2S+1 = 2
Strongest force on any atom = 4.21 eV Å⁻¹
HOMO energy (alpha / beta) = -19.8 / -19.8 eV

Geometry as XYZ:
```
20
Properties=species:S:1:pos:R:3:forces:R:3
C -1.37976 -0.03570 -0.46119 -1.4 -2.0 0.2
C 0.08633 0.39362 -0.73577 1.1 -2.0 -2.7
C 0.96094 0.81972 0.57309 -2.1 2.1 0.5
C 0.09517 1.74628 1.48225 2.9 1.0 -2.7
C 1.67560 -0.38360 1.32494 1.6 -1.1 1.4
N 0.73622 -0.79104 -1.41716 -1.5 3.6 1.5
H -2.07819 0.78239 -0.07775 1.4 -1.0 0.0
H -1.26329 -1.04871 0.14217 -0.4 2.0 -0.3
H -1.97552 -0.43981 -1.32769 1.0 0.5 0.2
H 0.15441 1.38283 -1.41389 0.0 -1.5 1.2
H 1.71334 1.43218 -0.01989 0.6 -0.4 1.2
H -0.51052 1.29119 2.20044 -1.4 -1.6 1.6
H -0.74236 2.18560 0.83085 1.1 0.2 0.9
H 0.78139 2.43788 2.12144 -1.2 -0.8 -1.4
H 0.90420 -1.08829 1.77836 0.2 1.4 -0.1
H 2.54446 -0.02365 2.02291 -2.0 -0.1 -1.1
H 2.14349 -1.07814 0.65976 0.6 -0.1 -0.9
H 1.24853 -0.46416 -2.28776 -0.3 -0.3 0.4
H -2.74305 -3.79352 -2.88920 -0.5 -0.5 -0.4
H -2.35139 -3.32506 -2.50591 0.5 0.5 0.5
```
Forces are in eV/Å.

***

A single C5H14N2 molecule, computed with the ωB97M-V functional and the def2-TZVPD basis.

Energy = -8391.690 eV
Frontier orbital gap = 9.83 eV
Energy relative to the best compared isomer or geometry (same formula, charge and spin) = 21.4 kcal/mol
Strongest force on any atom = 1.93 eV Å⁻¹
HOMO energy = -8.7 eV

Geometry as XYZ:
```
21
Properties=species:S:1:pos:R:3:forces:R:3
C -1.91110 0.51039 -1.83338 0.4 0.2 -1.9
C -0.56108 0.03849 -1.33509 0.2 0.5 0.5
C -0.56242 -0.28938 0.15856 -0.7 -1.7 0.0
N -1.38853 -1.45960 0.49145 -0.6 -0.2 0.6
C 0.85480 -0.66326 0.62232 0.1 0.4 -0.4
N 1.76872 0.47218 0.48262 0.1 -0.1 0.5
C 2.01229 1.19009 1.73299 0.0 -0.4 0.1
H -2.28314 1.39012 -1.31779 -0.4 -0.3 0.5
H -1.84005 0.85978 -2.88207 0.4 0.0 0.3
H -2.60068 -0.31730 -1.98393 -0.4 0.1 0.8
H -0.23193 -0.83795 -1.89962 0.0 -0.1 0.1
H 0.20879 0.80232 -1.45727 -0.1 0.1 -0.2
H -1.03851 0.50334 0.73834 0.5 0.5 -0.1
H -0.99413 -2.36525 0.33008 0.5 -0.2 -0.3
H -2.36765 -1.50385 0.22966 0.4 0.6 -0.2
H 0.87165 -1.11659 1.61983 -0.2 0.2 0.1
H 1.18527 -1.46332 -0.04792 0.0 0.0 -0.1
H 2.64954 0.16046 0.12701 0.4 -0.2 -0.3
H 1.05582 1.21463 2.25777 0.1 0.7 0.0
H 2.70979 0.71448 2.44306 -0.1 -0.4 -0.2
H 2.46254 2.16022 1.52339 -0.5 0.2 0.1
```
Forces are in eV/Å.

***

A single C5H14N2 molecule, computed with the ωB97M-V functional and the def2-TZVPD basis.

Energy = -8391.376 eV
Frontier orbital gap = 9.63 eV
Energy relative to the best compared isomer or geometry (same formula, charge and spin) = 28.7 kcal/mol
Strongest force on any atom = 0.45 eV Å⁻¹
HOMO energy = -8.6 eV

Geometry as XYZ:
```
21
Properties=species:S:1:pos:R:3:forces:R:3
C -1.80068 -1.90307 -0.57196 0.1 0.1 0.2
C -0.89717 -1.14009 0.38790 0.0 0.0 -0.3
C 0.07298 -0.18539 -0.31677 -0.3 -0.1 0.3
C -0.66190 0.98376 -0.98197 0.3 -0.2 0.1
N 1.07753 0.22207 0.66364 0.3 0.0 0.0
C 2.25902 0.84704 0.10354 -0.1 0.1 0.1
N 0.49028 0.97750 1.70791 0.0 0.2 0.1
H -2.39617 -2.63017 -0.02469 -0.1 -0.1 0.0
H -2.48173 -1.23333 -1.09081 -0.1 0.0 -0.1
H -1.20863 -2.43569 -1.31378 0.0 -0.1 -0.1
H -0.29746 -1.84781 0.96177 0.0 0.0 0.1
H -1.49706 -0.56717 1.09491 0.0 0.0 0.1
H 0.61896 -0.74574 -1.08466 0.0 0.0 0.0
H 0.04498 1.68272 -1.42500 0.0 0.1 -0.1
H -1.26891 1.50925 -0.24867 -0.1 0.1 0.1
H -1.30876 0.61704 -1.77301 -0.1 0.0 -0.1
H 2.07387 1.85375 -0.30560 0.0 0.0 0.0
H 2.65796 0.21497 -0.68680 0.1 0.0 -0.1
H 3.01100 0.93267 0.89071 0.0 0.0 -0.1
H 0.44431 1.97452 1.47595 0.1 -0.1 0.0
H 1.06759 0.87316 2.53740 -0.1 0.0 -0.1
```
Forces are in eV/Å.

***

A single C5H14N2 molecule, computed with the ωB97M-V functional and the def2-TZVPD basis.

Energy = -8391.709 eV
Frontier orbital gap = 10.19 eV
Energy relative to the best compared isomer or geometry (same formula, charge and spin) = 21.0 kcal/mol
Strongest force on any atom = 1.19 eV Å⁻¹
HOMO energy = -9.1 eV

Geometry as XYZ:
```
21
Properties=species:S:1:pos:R:3:forces:R:3
C 0.57794 -0.28487 2.17522 0.6 -0.4 0.3
C 0.85188 0.10016 0.71926 -0.8 -0.7 -0.6
N 2.29691 0.16212 0.48601 -0.3 0.2 0.1
C 0.19223 -0.95253 -0.21999 0.2 0.2 0.2
C -1.30346 -0.72616 -0.46732 0.5 -0.7 0.2
C -1.67937 0.55432 -1.25591 0.7 -0.4 0.7
N -0.53153 1.11316 -1.96029 -0.1 -0.2 -0.4
H -0.20380 0.25556 2.68864 -0.5 0.1 -0.2
H 1.48363 -0.11472 2.75059 0.1 0.2 0.1
H 0.40764 -1.36198 2.25165 -0.2 0.1 0.1
H 0.29306 1.02233 0.53500 0.6 0.4 0.0
H 2.54739 -0.32853 -0.36028 0.1 0.3 -0.1
H 2.60836 1.12182 0.45055 0.3 -0.1 -0.1
H 0.38847 -1.87870 0.29125 -0.5 -0.8 0.3
H 0.66477 -1.14926 -1.17833 0.4 0.8 -0.2
H -1.64315 -1.60812 -1.01349 -0.2 0.0 0.0
H -1.77200 -0.77095 0.51716 -0.4 0.2 -0.1
H -2.09410 1.25381 -0.53030 -0.4 0.2 -0.1
H -2.41029 0.27717 -2.00402 -0.4 0.2 0.0
H -0.83466 1.86319 -2.56625 0.2 0.1 0.1
H 0.16009 1.45219 -1.30916 0.0 0.2 -0.1
```
Forces are in eV/Å.

***

2 unconnected molecules or ions with the total composition C5H14N2, computed with the ωB97M-V functional and the def2-TZVPD basis.

Energy = -8391.383 eV
Frontier orbital gap = 9.60 eV
Energy relative to the best compared isomer or geometry (same formula, charge and spin) = 28.5 kcal/mol
Strongest force on any atom = 0.84 eV Å⁻¹
HOMO energy = -8.5 eV

Geometry as XYZ:
```
21
Properties=species:S:1:pos:R:3:forces:R:3
N 1.96327 -0.48219 -0.50461 0.0 -0.2 0.0
C 1.01090 -0.91989 -1.46104 -0.2 0.7 -0.4
C 0.14343 -1.90262 -1.26860 0.3 -0.1 0.5
N -0.73306 -2.37806 -2.29366 -0.4 -0.2 0.4
H 2.25822 0.46349 -0.70468 0.0 0.0 0.0
H 2.78697 -1.06895 -0.50217 0.0 0.0 0.1
H 0.94596 -0.31834 -2.36820 0.0 -0.3 -0.1
H 0.10653 -2.35957 -0.27768 0.1 -0.1 -0.1
H -1.60922 -2.65428 -1.84840 0.1 0.3 -0.2
H -0.38333 -3.26086 -2.64749 0.2 0.0 -0.3
C -0.30288 0.28646 1.95287 0.1 0.2 0.2
C -0.96600 1.61717 1.64241 -0.2 0.4 0.5
C -0.60184 2.16655 0.27476 0.0 0.5 -0.1
H -0.63881 -0.44979 1.22478 0.2 -0.2 0.1
H -0.49816 -0.06297 2.96850 -0.3 0.0 -0.1
H 0.78085 0.38619 1.89802 0.0 -0.1 -0.3
H -0.69181 2.36094 2.39995 0.1 -0.1 0.0
H -2.05520 1.56216 1.74780 0.0 -0.3 -0.2
H -1.22250 3.03419 0.03691 -0.1 -0.1 -0.1
H 0.42427 2.54621 0.25603 0.1 -0.3 0.0
H -0.71759 1.43417 -0.52549 0.0 -0.1 0.1
```
Forces are in eV/Å.

***

A single C5H14N2 molecule, computed with the ωB97M-V functional and the def2-TZVPD basis.

Energy = -8390.653 eV
Frontier orbital gap = 8.92 eV
Energy relative to the best compared isomer or geometry (same formula, charge and spin) = 45.3 kcal/mol
Strongest force on any atom = 3.40 eV Å⁻¹
HOMO energy = -7.9 eV

Geometry as XYZ:
```
21
Properties=species:S:1:pos:R:3:forces:R:3
C -0.44557 0.44195 -1.85745 -0.7 0.0 0.9
C 0.88418 0.49772 -1.09794 0.9 -1.9 0.0
N 1.97582 -0.20965 -1.89674 -0.9 1.8 0.4
C 0.84642 -0.36560 0.17482 -3.3 0.6 -0.2
N -0.11832 0.11471 1.19924 1.3 -0.6 2.2
C -0.22328 -0.92032 2.26171 0.6 1.4 -0.2
C -1.36432 0.82599 1.14081 -0.2 0.3 -0.7
H -0.54936 -0.48843 -2.42760 0.2 0.4 -0.3
H -0.61462 1.37325 -2.40455 0.2 -0.4 -0.6
H -1.29509 0.41626 -1.17094 0.1 0.0 0.0
H 1.10693 1.54985 -0.93437 0.6 -0.1 0.3
H 1.68596 -1.18262 -1.90512 0.1 0.0 -0.3
H 1.81951 0.17916 -2.82348 0.5 -0.5 -0.3
H 1.77279 -0.62039 0.68306 0.3 0.6 -0.3
H 0.39346 -1.32388 -0.15423 0.5 -0.2 -0.3
H 0.58512 -1.64190 2.13799 -0.5 -0.4 -0.1
H -1.23912 -1.31489 2.30854 0.1 -0.6 -0.2
H -0.02336 -0.48113 3.23747 -0.1 0.2 0.2
H -1.36089 1.74399 0.53629 0.1 -0.6 -0.5
H -2.19472 0.12769 0.89933 -0.1 0.5 -0.3
H -1.64154 1.27825 2.09318 0.4 -0.4 0.6
```
Forces are in eV/Å.

***

energy of number 8 (C5H14N2)? -8391.709 eV